No. 1
{
  "formula": "C4H12O2",
  "method": "ωB97M-V/def2-TZVPD",
  "elements": ["C", "O", "C", "H", "H", "H", "H", "H", "H", "C", "O", "C", "H", "H", "H", "H", "H", "H"],
  "xyz": [[-1.1970, -1.4287, -0.1933], [0.0516, -1.3207, -0.8881], [-1.7678, -2.8406, -0.1977], [-0.9407, -1.0907, 0.8070], [-1.9073, -0.7458, -0.5930], [-0.0431, -1.6252, -1.8025], [-2.7797, -2.8485, -0.5690], [-1.2531, -3.4641, -0.9394], [-1.7464, -3.3837, 0.7432], [1.1304, 2.1819, 0.9491], [0.3726, 0.9339, 1.0163], [1.3609, 2.5768, -0.4884], [0.5288, 2.8288, 1.5718], [2.0520, 1.9526, 1.4928], [0.7833, 0.3037, 0.4151], [0.3983, 2.5938, -0.9987], [1.7215, 3.6090, -0.5845], [2.1518, 1.9474, -0.8896]],
  "lowdin_charge": [-0.296, -0.100, -0.077, 0.100, 0.099, 0.088, 0.060, 0.073, 0.070, -0.289, -0.120, -0.089, 0.105, 0.106, 0.041, 0.080, 0.072, 0.076],
  "homo_lumo_gap_ev": 10.84,
  "lumo_energy_ev": 0.91,
  "e_tot_ha": -310.0444,
  "smiles": "CCO.CCO",
  "de_lowest_ev": 0.777
}

No. 2
{
  "formula": "C38H41BrN6O4RuS2",
  "method": "ωB97M-V/def2-TZVPD",
  "elements": ["Ru", "C", "C", "N", "C", "C", "C", "S", "N", "C", "O", "C", "C", "C", "C", "C", "C", "H", "H", "H", "H", "H", "H", "H", "H", "H", "H", "H", "H", "H", "H", "H", "C", "O", "C", "C", "C", "Br", "C", "C", "C", "O", "C", "N", "C", "C", "C", "C", "C", "C", "N", "H", "H", "H", "H", "H", "H", "H", "H", "H", "H", "H", "C", "C", "N", "C", "C", "C", "S", "N", "C", "O", "C", "C", "C", "C", "C", "C", "H", "H", "H", "H", "H", "H", "H", "H", "H", "H", "H", "H", "H", "H", "H"],
  "xyz": [[-0.8880, 0.1087, -0.0518], [-1.9231, 5.9144, -2.1207], [-0.8092, 5.5334, -1.1565], [-0.2283, 4.2040, -1.4204], [1.0644, 4.1650, -2.1119], [0.9485, 4.3544, -3.6166], [-0.9032, 3.1067, -1.1029], [-0.2776, 1.5744, -1.6539], [-2.0798, 3.2869, -0.4963], [-2.6333, 2.4552, 0.3517], [-2.0859, 1.4302, 0.8924], [-4.0175, 2.7628, 0.7897], [-4.5554, 4.0343, 0.6096], [-5.8506, 4.3025, 1.0178], [-6.6170, 3.3007, 1.5998], [-6.0848, 2.0310, 1.7793], [-4.7854, 1.7634, 1.3820], [-2.2853, 6.9125, -1.8746], [-2.7550, 5.2173, -2.0469], [-1.5740, 5.9273, -3.1523], [-1.1693, 5.5542, -0.1297], [0.0160, 6.2403, -1.2308], [1.5369, 3.2107, -1.8856], [1.6824, 4.9471, -1.6713], [0.3295, 3.5725, -4.0586], [1.9368, 4.3095, -4.0728], [0.5129, 5.3210, -3.8674], [-3.9497, 4.8042, 0.1515], [-6.2645, 5.2929, 0.8846], [-7.6298, 3.5115, 1.9166], [-6.6842, 1.2519, 2.2313], [-4.3540, 0.7803, 1.5176], [-1.0762, -0.3300, 3.3773], [-0.0252, -0.3022, 2.4030], [1.2578, -0.3716, 2.9092], [1.4919, -0.5998, 4.2497], [2.7952, -0.6420, 4.7388], [3.0529, -0.9735, 6.5748], [3.8715, -0.4427, 3.9171], [3.6490, -0.1713, 2.5593], [2.3493, -0.1346, 2.0476], [2.1450, 0.2077, 0.7474], [4.8120, 0.0665, 1.7186], [6.0573, -0.1277, 2.1396], [6.8496, 0.1919, 1.0874], [8.2572, 0.1630, 0.9789], [8.8130, 0.5495, -0.2111], [8.0138, 0.9658, -1.3032], [6.6404, 1.0042, -1.2333], [6.0804, 0.6062, -0.0208], [4.7902, 0.5146, 0.4306], [-0.9748, 0.5106, 4.0639], [-1.0596, -1.2738, 3.9219], [-2.0001, -0.2239, 2.8162], [0.6715, -0.7541, 4.9348], [4.8847, -0.4755, 4.2872], [1.8242, -0.5460, 0.1964], [8.8498, -0.1590, 1.8243], [9.8868, 0.5446, -0.3428], [8.5069, 1.2617, -2.2201], [6.0425, 1.3235, -2.0769], [3.9298, 0.7009, -0.0538], [-3.2767, -5.3756, -1.9517], [-3.5535, -4.7763, -0.5822], [-3.6218, -3.3016, -0.5916], [-4.9623, -2.6959, -0.5921], [-5.5388, -2.4962, -1.9859], [-2.5135, -2.5738, -0.6725], [-2.7207, -0.8703, -0.9098], [-1.3734, -3.2990, -0.6428], [-0.1616, -2.8071, -0.6859], [0.1866, -1.5677, -0.6861], [0.9622, -3.7801, -0.7403], [0.7082, -5.1468, -0.6328], [1.7531, -6.0536, -0.6555], [3.0619, -5.6069, -0.7851], [3.3221, -4.2481, -0.9054], [2.2774, -3.3411, -0.8860], [-3.2425, -6.4619, -1.8720], [-2.3196, -5.0295, -2.3387], [-4.0546, -5.1176, -2.6692], [-2.7896, -5.0796, 0.1291], [-4.5152, -5.1165, -0.2025], [-4.9013, -1.7432, -0.0664], [-5.5996, -3.3542, -0.0046], [-4.9081, -1.8354, -2.5805], [-6.5272, -2.0437, -1.9112], [-5.6437, -3.4434, -2.5130], [-0.3134, -5.4832, -0.5265], [1.5474, -7.1120, -0.5689], [3.8776, -6.3173, -0.7980], [4.3392, -3.8975, -1.0204], [2.4917, -2.2892, -1.0164]],
  "lowdin_charge": [0.888, -0.063, -0.178, -0.102, -0.235, -0.060, -0.633, 0.767, 0.131, -0.413, -0.225, -0.140, -0.015, -0.060, -0.065, -0.065, -0.024, 0.085, 0.063, 0.068, 0.119, 0.122, 0.069, 0.125, 0.076, 0.085, 0.070, 0.104, 0.110, 0.110, 0.107, 0.098, -0.052, -0.150, -0.186, -0.066, -0.672, 0.786, -0.057, -0.058, -0.185, 0.001, -0.245, 0.175, -0.235, -0.010, -0.091, -0.093, -0.029, -0.185, 0.164, 0.113, 0.103, 0.075, 0.095, 0.113, 0.083, 0.112, 0.101, 0.100, 0.105, 0.137, -0.061, -0.181, -0.105, -0.237, -0.064, -0.618, 0.815, 0.120, -0.389, -0.208, -0.136, -0.017, -0.061, -0.060, -0.058, -0.019, 0.085, 0.070, 0.067, 0.112, 0.120, 0.075, 0.121, 0.063, 0.086, 0.071, 0.102, 0.110, 0.111, 0.112, 0.105],
  "charge": 1,
  "spin_multiplicity": 2,
  "homo_lumo_gap_ev": [5.58, 5.37],
  "lumo_energy_ev": [-4.20, -4.41],
  "e_tot_ha": -5567.2923,
  "de_lowest_ev": 1.608
}

No. 3
{
  "formula": "C41H51BN6O2S2Si4Ti",
  "method": "ωB97M-V/def2-TZVPD",
  "elements": ["Ti", "C", "C", "N", "C", "C", "C", "C", "C", "C", "C", "N", "C", "C", "C", "C", "C", "C", "C", "C", "N", "C", "H", "H", "H", "H", "H", "H", "H", "H", "H", "H", "H", "H", "C", "S", "C", "S", "N", "N", "C", "C", "C", "C", "C", "C", "N", "H", "H", "H", "H", "H", "H", "H", "H", "O", "B", "O", "C", "C", "C", "C", "C", "C", "H", "H", "H", "H", "C", "Si", "C", "C", "Si", "Si", "C", "C", "C", "Si", "C", "C", "C", "H", "H", "H", "H", "H", "H", "H", "H", "H", "H", "H", "H", "H", "H", "H", "H", "H", "H", "H", "H", "H", "H", "H", "H", "H", "H", "H"],
  "xyz": [[-0.1118, -0.7368, 0.1751], [-1.9297, -3.4794, 3.1769], [-1.5954, -2.8088, 1.9917], [-0.6817, -1.8665, 1.9646], [-0.0282, -1.5068, 3.0923], [-0.3207, -2.1111, 4.3319], [-1.3007, -3.1242, 4.3381], [0.3344, -1.6579, 5.5036], [1.2193, -0.6232, 5.3994], [1.5553, -0.0396, 4.1640], [1.0062, -0.4952, 2.9682], [1.2965, -0.1100, 1.6926], [2.4901, 0.3585, 1.2171], [3.6092, 0.7543, 1.9462], [4.8504, 0.9876, 1.3300], [5.0348, 0.8231, -0.0121], [3.9262, 0.4563, -0.8098], [4.0310, 0.2241, -2.2020], [2.9261, -0.1034, -2.9309], [1.6839, -0.1948, -2.2794], [1.5664, 0.0051, -0.9848], [2.6544, 0.3055, -0.2269], [-2.6887, -4.2494, 3.1497], [-2.0751, -3.0356, 1.0488], [-1.5462, -3.6096, 5.2765], [0.0986, -2.1125, 6.4582], [1.6915, -0.2264, 6.2914], [2.2153, 0.8100, 4.1723], [3.5668, 0.8423, 3.0157], [5.6830, 1.2855, 1.9580], [6.0015, 0.9659, -0.4797], [5.0036, 0.3126, -2.6735], [2.9749, -0.2908, -3.9946], [0.7655, -0.4007, -2.8136], [-5.3363, -2.4666, -0.2109], [-4.7120, -1.6548, -1.6988], [-3.0245, -1.4338, -1.1790], [-2.6282, -0.4269, 0.1532], [-2.1315, -2.0991, -1.8215], [-0.8754, -1.9192, -1.2881], [-0.0180, -2.8795, -1.8108], [1.1120, -3.1565, -1.1097], [2.0686, -4.1722, -1.4744], [3.1231, -4.4437, -0.6759], [3.2877, -3.7071, 0.5390], [2.3711, -2.7351, 0.8265], [1.3078, -2.4140, 0.0615], [-6.4142, -2.5846, -0.3289], [-5.1355, -1.8503, 0.6646], [-4.8834, -3.4502, -0.0780], [-0.3497, -3.4633, -2.6596], [1.9058, -4.7159, -2.3983], [3.8323, -5.2174, -0.9505], [4.1117, -3.8937, 1.2135], [2.4796, -2.1531, 1.7335], [0.1319, 2.3913, 1.2825], [-0.6806, 1.2153, 1.2104], [-1.5609, 1.2695, 2.3370], [-1.2587, 2.3871, 3.0394], [-1.8245, 2.8627, 4.2014], [-1.3112, 4.0543, 4.7187], [-0.2787, 4.7307, 4.0822], [0.2848, 4.2458, 2.8993], [-0.2257, 3.0678, 2.3999], [-2.6322, 2.3289, 4.6845], [-1.7304, 4.4601, 5.6318], [0.0955, 5.6546, 4.5069], [1.0822, 4.7653, 2.3853], [-3.1459, 5.2335, -2.1884], [-2.1764, 4.0062, -1.0912], [-0.8714, 5.1361, -0.2850], [-3.4377, 3.5317, 0.2496], [-1.2096, 2.1107, -2.0759], [-2.7772, 1.7572, -3.7792], [-2.8921, 3.0468, -5.1869], [-2.4370, 0.1491, -4.7277], [-4.5492, 1.7155, -3.0944], [0.4219, 3.2264, -3.3408], [0.0893, 4.9540, -4.0899], [1.9912, 3.5036, -2.3040], [0.9585, 2.2290, -4.8796], [-3.4986, 6.0710, -1.5744], [-4.0167, 4.7646, -2.6510], [-2.5185, 5.6344, -2.9873], [-1.3386, 5.7759, 0.4713], [-0.4183, 5.7800, -1.0428], [-0.0745, 4.5652, 0.1902], [-3.5476, 4.3368, 0.9844], [-3.1775, 2.6125, 0.7756], [-4.4103, 3.3564, -0.2201], [-1.9829, 3.0700, -5.7921], [-3.0569, 4.0529, -4.7966], [-3.7308, 2.7942, -5.8471], [-1.4648, 0.2226, -5.2250], [-3.2015, -0.0091, -5.4970], [-2.4126, -0.7249, -4.0747], [-4.9483, 2.7336, -3.0698], [-4.5910, 1.3094, -2.0837], [-5.2048, 1.1063, -3.7247], [-0.0712, 5.7070, -3.3159], [-0.7921, 4.9489, -4.7343], [0.9533, 5.2640, -4.6902], [1.7378, 3.9966, -1.3628], [2.7104, 4.1314, -2.8429], [2.4835, 2.5636, -2.0492], [0.2262, 2.3521, -5.6816], [1.0440, 1.1599, -4.6811], [1.9279, 2.5868, -5.2452]],
  "lowdin_charge": [0.756, -0.043, -0.117, 0.022, -0.127, -0.156, -0.022, -0.073, -0.097, -0.014, -0.210, -0.038, -0.195, -0.017, -0.103, -0.069, -0.166, -0.022, -0.049, -0.143, 0.043, -0.135, 0.099, 0.099, 0.107, 0.095, 0.095, 0.086, 0.068, 0.093, 0.096, 0.109, 0.104, 0.097, -0.446, 0.774, -1.093, 0.681, -0.083, -0.213, -0.162, -0.309, -0.071, -0.137, -0.117, -0.159, -0.008, 0.014, 0.009, 0.025, 0.096, 0.096, 0.081, 0.071, 0.100, 0.086, -0.620, 0.068, -0.223, -0.002, -0.121, -0.115, -0.011, -0.229, 0.112, 0.084, 0.086, 0.115, -0.234, 0.320, -0.220, -0.209, 0.425, 0.291, -0.238, -0.230, -0.242, 0.302, -0.235, -0.212, -0.232, 0.016, -0.002, 0.000, 0.023, 0.008, -0.009, 0.021, -0.003, 0.018, -0.001, -0.003, 0.015, 0.007, 0.016, -0.003, 0.004, -0.011, 0.015, -0.001, -0.001, 0.013, 0.013, 0.019, -0.004, 0.004, -0.009, 0.018],
  "charge": -2,
  "homo_lumo_gap_ev": 4.70,
  "lumo_energy_ev": 4.14,
  "e_tot_ha": -4900.9207,
  "de_lowest_ev": 0.000
}

No. 4
{
  "formula": "C49H55AsCuN4O4SeSi",
  "method": "ωB97M-V/def2-TZVPD",
  "elements": ["Cu", "Se", "N", "C", "C", "C", "C", "C", "N", "C", "C", "N", "C", "C", "C", "C", "C", "N", "H", "H", "H", "H", "H", "H", "C", "C", "C", "C", "C", "C", "C", "H", "H", "H", "H", "H", "H", "H", "C", "C", "C", "C", "C", "C", "As", "C", "C", "C", "C", "C", "C", "C", "C", "C", "C", "C", "C", "H", "H", "H", "H", "H", "H", "H", "H", "H", "H", "H", "H", "H", "H", "H", "C", "C", "C", "C", "O", "Si", "O", "O", "C", "C", "C", "C", "O", "C", "C", "C", "C", "H", "H", "H", "H", "H", "H", "H", "H", "H", "H", "H", "H", "H", "H", "H", "H", "H", "H", "H", "H", "H", "H", "H", "H", "H", "H", "H"],
  "xyz": [[-0.4178, 0.8432, -1.2070], [-0.9019, 8.4672, -0.3888], [0.3894, 7.3681, -0.8991], [-0.0671, 6.1277, -0.8591], [0.7121, 4.9754, -1.2045], [2.0566, 5.0413, -1.5637], [2.6951, 3.8768, -1.9360], [1.9938, 2.6743, -1.8962], [0.7495, 2.5696, -1.4768], [0.0914, 3.7002, -1.1436], [-1.2591, 3.5750, -0.6980], [-1.7571, 2.3269, -0.5935], [-2.9926, 2.1551, -0.1751], [-3.8571, 3.2202, 0.0995], [-3.3736, 4.5079, 0.0139], [-2.0417, 4.7045, -0.3586], [-1.4329, 5.9977, -0.4455], [-2.0388, 7.1357, -0.1522], [2.5629, 5.9935, -1.5477], [3.7234, 3.8840, -2.2517], [2.4839, 1.7598, -2.1969], [-3.2898, 1.1315, -0.0133], [-4.8815, 3.0222, 0.3762], [-3.9794, 5.3737, 0.2389], [0.7412, -0.4871, -2.3508], [0.0111, -1.2330, -3.3435], [0.0917, -0.9281, -4.7108], [-0.5236, -1.7398, -5.6427], [-1.2531, -2.8515, -5.2400], [-1.3826, -3.1368, -3.8862], [-0.7568, -2.3410, -2.9540], [1.5135, 0.1460, -2.7721], [1.0899, -1.1083, -1.5275], [0.6685, -0.0714, -5.0342], [-0.4377, -1.5138, -6.6959], [-1.7334, -3.4902, -5.9683], [-1.9777, -3.9808, -3.5652], [-0.8624, -2.5175, -1.8978], [7.5148, 0.9655, -1.0479], [6.6990, 0.1130, -1.7738], [5.3820, -0.0753, -1.3931], [4.8521, 0.5754, -0.2808], [5.6620, 1.4842, 0.3876], [6.9851, 1.6669, 0.0213], [2.9665, 0.2108, 0.2030], [2.8857, 1.2320, 1.8638], [1.8535, 2.1542, 1.9863], [1.7347, 2.9424, 3.1185], [2.6592, 2.8282, 4.1429], [3.7044, 1.9275, 4.0229], [3.8119, 1.1325, 2.8961], [3.2591, -1.6039, 0.8889], [3.0993, -1.9472, 2.2240], [3.2607, -3.2554, 2.6464], [3.5589, -4.2481, 1.7288], [3.6735, -3.9291, 0.3854], [3.5221, -2.6188, -0.0272], [8.5516, 1.0952, -1.3250], [7.0938, -0.4040, -2.6383], [4.7486, -0.7366, -1.9752], [5.2620, 2.0668, 1.2074], [7.6059, 2.3586, 0.5755], [1.1358, 2.2429, 1.1773], [0.9207, 3.6470, 3.2041], [2.5693, 3.4409, 5.0294], [4.4389, 1.8534, 4.8120], [4.6313, 0.4279, 2.8122], [2.8338, -1.1934, 2.9547], [3.1301, -3.5058, 3.6922], [3.6883, -5.2696, 2.0560], [3.8620, -4.7062, -0.3432], [3.5912, -2.3789, -1.0820], [-1.7924, -4.6119, 2.4854], [-1.4161, -3.8401, 1.2063], [-1.7940, -4.6888, -0.0070], [0.0834, -3.5362, 1.2219], [-2.1335, -2.6392, 1.2183], [-2.4242, -1.3169, 0.3180], [-1.1748, -0.6322, -0.3849], [-3.6263, -1.7874, -0.6770], [-4.5156, -1.2147, -1.6035], [-5.5043, -0.2621, -0.9171], [-3.7502, -0.4854, -2.7172], [-5.3105, -2.3900, -2.1898], [-3.1249, -0.3427, 1.4584], [-2.5593, 0.0346, 2.6935], [-1.1048, 0.4729, 2.5068], [-2.6192, -1.1299, 3.6851], [-3.3937, 1.2070, 3.2273], [-1.2797, -5.5707, 2.5031], [-2.8672, -4.7692, 2.5219], [-1.5044, -4.0510, 3.3700], [-1.2695, -5.6426, 0.0179], [-1.5413, -4.1556, -0.9168], [-2.8672, -4.8555, 0.0007], [0.6657, -4.4535, 1.2253], [0.3265, -2.9629, 2.1133], [0.3571, -2.9330, 0.3596], [-5.0480, 0.6966, -0.7103], [-5.8219, -0.6966, 0.0242], [-6.3760, -0.1007, -1.5458], [-3.0483, 0.2193, -2.2752], [-4.4359, 0.0508, -3.3721], [-3.1790, -1.2031, -3.3025], [-5.9364, -2.8203, -1.4119], [-4.6172, -3.1483, -2.5407], [-5.9359, -2.0612, -3.0160], [-0.5189, -0.3559, 2.1174], [-0.6773, 0.8156, 3.4464], [-1.0591, 1.2732, 1.7727], [-1.9900, -1.9306, 3.3196], [-3.6356, -1.5054, 3.7479], [-2.2872, -0.8195, 4.6727], [-3.3238, 2.0596, 2.5545], [-3.0367, 1.5040, 4.2101], [-4.4357, 0.9086, 3.3098]],
  "lowdin_charge": [0.457, 1.136, -0.238, -0.328, -0.077, 0.026, -0.008, -0.131, 0.082, -0.127, -0.123, 0.096, -0.098, -0.007, 0.027, -0.078, -0.329, -0.240, 0.121, 0.114, 0.074, 0.075, 0.119, 0.121, -0.145, -0.301, -0.055, -0.103, -0.108, -0.100, -0.063, 0.025, 0.018, 0.103, 0.095, 0.093, 0.100, 0.073, -0.095, -0.089, -0.127, -0.359, -0.114, -0.087, 1.394, -0.395, -0.127, -0.085, -0.083, -0.077, -0.145, -0.366, -0.120, -0.093, -0.100, -0.086, -0.125, 0.101, 0.103, 0.088, 0.086, 0.103, 0.070, 0.103, 0.103, 0.105, 0.111, 0.091, 0.107, 0.103, 0.105, 0.088, -0.024, -0.636, -0.011, -0.017, -0.089, 0.009, -0.281, -0.072, -0.628, -0.017, -0.003, -0.024, -0.119, -0.630, -0.029, -0.017, -0.018, 0.083, 0.088, 0.072, 0.089, 0.059, 0.091, 0.085, 0.082, 0.078, 0.047, 0.094, 0.087, 0.060, 0.091, 0.073, 0.086, 0.079, 0.083, 0.076, 0.091, 0.061, 0.053, 0.096, 0.087, 0.061, 0.084, 0.088],
  "spin_multiplicity": 2,
  "homo_lumo_gap_ev": [5.11, 5.87],
  "lumo_energy_ev": [-1.39, -1.39],
  "e_tot_ha": -8987.5532,
  "de_lowest_ev": 1.168
}